1.
{
  "formula": "C5H8N2O",
  "method": "wB97M-V/def2-TZVPD",
  "species": ["C", "C", "C", "C", "C", "H", "H", "H", "H", "H", "H", "H", "H", "N", "N", "O"],
  "xyz": [[-1.61279, 0.17493, -0.00639], [1.17877, -0.85811, 0.21456], [0.68660, 0.42160, -0.41309], [0.70529, 1.90682, -0.11455], [-0.40334, 1.09186, 0.50303], [-2.09576, -1.78558, 0.16120], [0.04064, -2.13454, -0.93410], [2.03757, -1.37122, -0.35777], [1.41206, -0.92545, 1.25101], [0.31474, 0.12634, -1.34681], [0.43070, 2.47600, -1.02264], [1.52475, 2.34877, 0.61119], [-0.24177, 0.88643, 1.46368], [-1.27683, -1.16585, 0.03516], [0.02256, -1.81754, 0.02180], [-2.72320, 0.62555, -0.06629]],
  "forces_ev_per_angstrom": [[1.238, 2.522, 2.236], [0.367, -1.464, -1.891], [1.396, 0.693, 2.840], [0.752, 0.166, -0.203], [-0.433, -1.966, -5.130], [1.079, 0.445, -0.178], [0.543, -0.277, -0.317], [-1.149, 0.790, 0.813], [0.298, 0.738, 0.841], [-0.547, 0.300, -1.495], [0.575, 0.047, 0.819], [-2.057, -0.892, -1.598], [0.603, -0.914, 3.807], [-1.020, 0.130, 0.401], [-0.629, 0.526, -0.146], [-1.017, -0.843, -0.800]],
  "nbo_charge": [0.683, -0.223, -0.249, -0.385, -0.334, 0.410, 0.339, 0.200, 0.207, 0.197, 0.233, 0.244, 0.203, -0.518, -0.423, -0.582],
  "largest_force_ev_per_a": 5.5,
  "homo_lumo_gap_ha": 0.3548,
  "charge": 0,
  "smiles": "O=C1NNC[C@@H]2C[C@@H]12",
  "lumo_energy_ev": 0.890,
  "energy_ev": -10338.45162,
  "de_lowest_kcal_mol": 98.6
}

2.
{
  "formula": "C5H8N2O",
  "method": "wB97M-V/def2-TZVPD",
  "species": ["C", "C", "C", "C", "C", "H", "H", "H", "H", "H", "H", "H", "H", "N", "N", "O"],
  "xyz": [[-1.70543, 0.10557, -0.68420], [-0.99149, -0.19636, 0.55983], [0.33500, 0.61447, 1.08463], [0.76719, 1.39482, -0.17734], [1.23183, -1.30191, -0.20539], [-2.30875, 1.18187, -0.52066], [-2.79956, -0.49464, -0.68830], [-1.23155, -0.15517, -1.68088], [-1.76342, -0.55273, 1.33645], [0.36601, 0.79840, 2.09258], [0.25195, 0.70357, -1.17472], [0.81807, -2.21362, -0.64515], [2.70202, -0.44305, 0.42118], [0.31336, -0.74566, 0.72919], [2.48661, -1.14160, -0.32138], [1.52817, 2.44604, -0.12581]],
  "forces_ev_per_angstrom": [[-5.558, 0.672, -1.274], [0.420, -0.501, 2.731], [-2.223, -0.183, -4.468], [2.563, 3.361, 0.576], [-0.687, -2.040, 0.427], [2.329, -2.280, -1.114], [3.107, 0.819, -0.004], [-0.719, 0.877, 1.212], [1.708, 0.759, -0.739], [0.555, 1.248, 2.074], [2.308, 2.886, 2.407], [-0.328, 0.447, -0.591], [0.603, 0.027, -0.828], [0.919, -1.680, -0.853], [-0.803, 1.100, 1.500], [-4.193, -5.511, -1.055]],
  "nbo_charge": [-0.695, -0.039, -0.176, 0.392, 0.251, 0.256, 0.240, 0.242, 0.225, 0.229, 0.159, 0.173, 0.326, -0.428, -0.624, -0.529],
  "largest_force_ev_per_a": 7.0,
  "homo_lumo_gap_ha": 0.3673,
  "charge": 0,
  "smiles": "[H]/N=C\\N1[C@H](C)[C@@H]1C=O",
  "lumo_energy_ev": 0.441,
  "energy_ev": -10337.39916,
  "de_lowest_kcal_mol": 122.8
}

3.
{
  "formula": "C5H8N2O",
  "method": "wB97M-V/def2-TZVPD",
  "species": ["C", "C", "C", "C", "C", "H", "H", "H", "H", "H", "H", "H", "H", "N", "N", "O"],
  "xyz": [[1.22451, 0.45584, -0.03130], [0.08213, 0.75571, -0.97821], [-0.12942, 0.84503, 0.95622], [-1.04276, -0.41901, 0.86624], [-0.87736, -0.69784, -0.52772], [1.40941, -1.65136, 0.36610], [2.53965, -0.84209, -0.67604], [1.95795, 1.45030, 0.20739], [-0.45504, 0.95435, -2.14212], [0.22712, 1.29855, 1.86207], [-0.96376, -1.24602, 1.65342], [-2.41286, 0.41737, -0.33237], [-0.61493, -1.52492, -1.14965], [1.88351, -0.83471, 0.09039], [-2.24191, -0.53666, -0.13244], [-0.58624, 1.57544, -0.03197]],
  "forces_ev_per_angstrom": [[0.230, 1.754, 2.956], [-5.890, -2.392, -2.441], [2.598, -3.480, 1.367], [0.778, -2.879, 1.719], [1.590, 0.733, -2.628], [-0.801, -0.693, -0.239], [0.144, -1.158, 0.227], [-1.701, -2.892, -1.056], [2.877, -0.140, 2.993], [-0.771, 0.394, 0.679], [-0.343, 1.415, -1.198], [-1.064, 1.538, -0.265], [0.230, -0.876, 0.303], [1.082, 3.576, -0.819], [1.821, 0.680, 1.564], [-0.780, 4.421, -3.161]],
  "nbo_charge": [-0.058, 0.023, 0.117, -0.175, -0.126, 0.393, 0.377, 0.205, 0.226, 0.198, 0.215, 0.346, 0.198, -0.871, -0.535, -0.534],
  "largest_force_ev_per_a": 6.8,
  "homo_lumo_gap_ha": 0.3688,
  "charge": 0,
  "lumo_energy_ev": 0.994,
  "energy_ev": -10336.18080,
  "de_lowest_kcal_mol": 150.9
}

4.
{
  "formula": "C5H8N2O",
  "method": "wB97M-V/def2-TZVPD",
  "species": ["C", "C", "C", "C", "C", "N", "N", "O", "H", "H", "H", "H", "H", "H", "H", "H"],
  "xyz": [[0.21447, -0.81254, -0.46731], [2.88211, 0.33839, 1.01424], [-1.13964, -1.02918, 0.21379], [-1.75525, 0.35865, 0.10426], [-0.66699, 1.28350, -0.50789], [1.95423, 0.96634, 0.84588], [0.46399, 0.39127, -0.79539], [1.10524, -1.77706, -0.71412], [3.61220, -0.22383, 1.39360], [1.83537, -1.36690, -1.02387], [-1.72105, -1.83701, -0.44890], [-1.03904, -1.31385, 1.19492], [-2.63658, 0.39775, -0.63812], [-1.90931, 0.69787, 1.07296], [-0.90162, 1.90368, -1.45409], [-0.29813, 2.02291, 0.21006]],
  "forces_ev_per_angstrom": [[-3.923, -7.679, 4.623], [-1.131, 0.792, -0.246], [0.273, -1.079, -5.204], [-0.646, 0.238, -3.180], [1.416, -0.507, -1.078], [-1.142, 1.269, -0.022], [1.540, 9.968, -4.194], [-3.300, -2.748, 1.336], [2.688, -1.905, 0.909], [3.936, 2.017, -1.839], [0.716, 1.307, 1.749], [-0.020, -1.150, 2.339], [0.920, -0.159, 1.802], [-1.281, 0.793, 1.560], [0.019, -1.182, 1.353], [-0.065, 0.026, 0.092]],
  "nbo_charge": [0.326, 0.083, -0.470, -0.430, -0.282, -0.298, -0.286, -0.615, 0.213, 0.474, 0.194, 0.211, 0.215, 0.213, 0.220, 0.233],
  "largest_force_ev_per_a": 10.9,
  "homo_lumo_gap_ha": [0.1870, 0.2859],
  "charge": 0,
  "s2": 2.01,
  "lumo_energy_ev": [0.902, -1.668],
  "energy_ev": -10335.16608,
  "spin_multiplicity": 3,
  "de_lowest_kcal_mol": 55.2
}